C23H21FN6O2S as an isolated structure in a non-equilibrium geometry. Source: the Open Molecules 2025 dataset; level of theory: ωB97M-V with the def2-TZVPD basis set.

Gap between HOMO and LUMO: 7.5987 eV
HOMO: -7.76 eV

The geometry in ORCA input format:
```
! RIJCOSX wB97M-V def2-TZVPD def2/J DEFGRID3
* xyz 0 1
C 5.62322 0.93508 -0.52757
C 4.91784 0.49817 -1.56656
C 3.44877 0.35286 -1.45439
N 2.83768 0.50791 -0.13796
C 2.09456 1.45490 0.12512
N 1.83104 1.53602 1.62675
N 2.37434 0.38351 2.22236
C 2.97177 -0.12130 0.93850
C 3.46308 -1.49918 1.06670
H 4.37040 -1.62051 1.87420
H 3.81522 -1.65685 0.20778
C 2.26159 -2.34256 1.54603
N 1.12371 -2.31571 0.89393
C 0.98514 -2.02264 -0.28975
O 1.85383 -2.37772 -1.24084
C -0.47111 -1.75051 -0.68731
C -1.48403 -2.65516 -0.48366
C -2.79890 -2.24957 -0.98441
C -2.79372 -0.97681 -1.94196
C -1.83129 -0.23726 -2.03493
C -0.60737 -0.61355 -1.72470
H 0.18127 0.09530 -1.71209
H -1.91584 0.70387 -2.71983
H -3.92708 -0.79031 -2.11921
H -3.60246 -2.66457 -1.08112
F -1.30869 -3.55891 0.23668
H 0.33428 -2.02144 1.58482
H 2.67421 -3.31677 1.40788
H 2.14473 -2.34106 2.83090
S 1.36429 2.72259 -0.75240
C 0.03664 3.53721 0.23650
C -1.10360 2.41092 0.37470
N -2.15588 2.62256 -0.09756
C -3.20286 1.53981 0.10016
C -4.46904 1.79736 -0.45884
C -5.41017 1.16768 -0.19281
C -5.21955 -0.14340 0.40979
C -4.01583 -0.34830 1.42070
C -2.99187 0.57886 0.95050
C -1.77142 0.45082 1.61234
O -1.19171 -0.75693 2.25337
N -0.94805 1.47408 1.58658
H 0.01600 1.33034 1.82980
H -3.87470 -1.36340 1.81406
H -6.16166 -0.77991 0.68605
H -6.26531 1.06062 -0.69086
H -4.49859 2.62426 -1.04062
H 0.65118 3.54707 1.25827
H -0.33556 4.39532 -0.33026
H 2.93174 -0.71547 -1.63115
H 2.77808 0.95557 -2.18056
H 5.16345 0.33876 -2.60603
H 6.80975 1.14585 -0.89205
H 5.29846 1.07250 0.48499
*
```

Atomic charges from the natural (NBO) analysis, expressed in e, are listed below:
1 C -0.385
2 C -0.220
3 C -0.322
4 N -0.379
5 C 0.118
6 N -0.389
7 N -0.215
8 C 0.311
9 C -0.413
10 H 0.227
11 H 0.206
12 C -0.197
13 N -0.590
14 C 0.634
15 O -0.710
16 C -0.164
17 C 0.426
18 C -0.238
19 C -0.161
20 C -0.312
21 C -0.127
22 H 0.204
23 H 0.216
24 H 0.215
25 H 0.169
26 F -0.251
27 H 0.472
28 H 0.204
29 H 0.230
30 S 0.254
31 C -0.559
32 C 0.464
33 N -0.442
34 C 0.199
35 C -0.194
36 C -0.222
37 C -0.171
38 C -0.121
39 C -0.236
40 C 0.676
41 O -0.774
42 N -0.595
43 H 0.456
44 H 0.256
45 H 0.214
46 H 0.216
47 H 0.221
48 H 0.293
49 H 0.276
50 H 0.312
51 H 0.247
52 H 0.232
53 H 0.217
54 H 0.223

C23H21HgN9O as an isolated structure. Source: the Open Molecules 2025 dataset; level of theory: ωB97M-V with the def2-TZVPD basis set.

<S²>: 0.75
Gap between HOMO and LUMO (alpha / beta): 8.1016 / 5.1170 eV
HOMO (alpha / beta): -10.66 / -10.66 eV

The geometry in ORCA input format:
```
! RIJCOSX wB97M-V def2-TZVPD def2/J DEFGRID3
* xyz 1 2
Hg 0.30017 -0.89242 1.06790
C 2.90287 3.60822 -1.57786
N 2.68383 2.46750 -0.68961
C 1.87254 1.42381 -0.80872
N 1.96175 0.67306 0.28457
C 2.84166 1.35580 1.06912
N 3.29938 2.44309 0.51023
C 1.98175 4.78985 -1.40251
C 2.55518 5.93353 -0.85848
C 1.80789 7.08810 -0.68115
C 0.47638 7.09837 -1.04391
C -0.11581 5.94795 -1.56963
C 0.63420 4.79158 -1.74116
C -1.53017 6.06925 -1.92280
N -2.18622 7.17874 -1.94650
N -3.48399 6.86115 -2.28624
C -3.52194 5.58365 -2.44346
O -2.30705 5.00852 -2.23497
C -4.69068 4.76311 -2.73445
C -5.94991 5.35724 -2.80412
C -7.06115 4.56085 -3.00459
C -6.93163 3.17920 -3.12037
C -5.67756 2.58963 -3.06969
C -5.49927 1.08802 -3.19292
N -4.27032 0.66858 -2.53496
C -3.93132 0.76433 -1.23872
N -2.64712 0.49601 -1.08176
C -2.24611 0.25112 -2.35698
N -3.18941 0.34553 -3.26554
C -4.55835 3.39146 -2.89094
H 2.87195 3.23299 -2.60190
H 3.91448 3.93460 -1.35657
H 1.29770 1.20038 -1.69205
H 3.16376 1.01752 2.03969
H 3.60138 5.92365 -0.57811
H 2.26626 7.97358 -0.26230
H -0.12650 7.98812 -0.93313
H 0.16552 3.91415 -2.17362
H -6.03718 6.42886 -2.69050
H -8.04240 5.01280 -3.05560
H -7.81420 2.56369 -3.24947
H -5.39317 0.79524 -4.23585
H -6.34973 0.55202 -2.77310
H -4.62283 1.03634 -0.45780
H -1.23726 -0.01184 -2.62220
H -3.56705 2.95800 -2.85596
C 1.41445 -6.17766 2.13937
C 2.50408 -5.10569 2.26429
C 2.11374 -3.86708 1.59563
N 1.78866 -2.90502 1.06054
H 1.73542 -7.08078 2.65266
H 1.22657 -6.41849 1.09473
H 0.48196 -5.83823 2.58682
H 3.44071 -5.44241 1.81897
H 2.69795 -4.86278 3.30982
*
```

Atomic charges from the natural (NBO) analysis, expressed in e, are listed below:
1 Hg 0.862
2 C -0.233
3 N -0.145
4 C 0.208
5 N -0.614
6 C 0.150
7 N -0.235
8 C -0.063
9 C -0.173
10 C -0.195
11 C -0.172
12 C -0.025
13 C -0.203
14 C 0.436
15 N -0.277
16 N -0.272
17 C 0.461
18 O -0.417
19 C -0.107
20 C -0.156
21 C -0.192
22 C -0.221
23 C 0.044
24 C -0.252
25 N -0.172
26 C 0.184
27 N -0.510
28 C 0.115
29 N -0.269
30 C -0.221
31 H 0.227
32 H 0.246
33 H 0.228
34 H 0.220
35 H 0.218
36 H 0.231
37 H 0.252
38 H 0.216
39 H 0.245
40 H 0.228
41 H 0.219
42 H 0.250
43 H 0.224
44 H 0.220
45 H 0.185
46 H 0.225
47 C -0.589
48 C -0.525
49 C 0.433
50 N -0.502
51 H 0.236
52 H 0.225
53 H 0.221
54 H 0.267
55 H 0.264

C23H21IrN5O5S2 as an isolated structure in a non-equilibrium geometry. Source: the Open Molecules 2025 dataset; level of theory: ωB97M-V with the def2-TZVPD basis set.

<S²>: 0.82
Gap between HOMO and LUMO (alpha / beta): 6.8132 / 5.3085 eV
HOMO (alpha / beta): -7.75 / -7.72 eV

The geometry in ORCA input format:
```
! RIJCOSX wB97M-V def2-TZVPD def2/J DEFGRID3
* xyz 0 2
Ir -0.79048 -0.39351 0.67166
O -2.02199 -1.51892 -0.69182
C -2.07407 -1.23915 -1.96239
C -3.31958 -1.10808 -2.61830
C -3.39151 -0.78371 -3.95049
C -2.23267 -0.59306 -4.70725
C -1.00291 -0.75250 -4.10972
C -0.90393 -1.08881 -2.75664
C 0.36758 -1.35463 -2.12906
N 0.63362 -1.36254 -0.82981
C 1.92333 -1.80806 -0.67159
C 2.45879 -2.06010 -1.89132
N 1.46953 -1.76777 -2.80082
H -4.20944 -1.24084 -2.01828
H -4.35778 -0.64102 -4.41711
H -2.29911 -0.32072 -5.75191
H -0.10691 -0.56785 -4.69442
H 2.37971 -1.92509 0.29516
H 3.42440 -2.42653 -2.18922
H 1.53744 -1.85367 -3.79838
C 3.08142 3.48323 -0.51794
C 1.60388 3.21553 -0.47968
C 1.02449 2.33712 -1.39160
C -0.32150 2.02160 -1.30708
C -1.09116 2.59374 -0.30048
C -0.54536 3.49188 0.60096
C 0.80084 3.79690 0.50231
S -2.80423 2.15471 -0.24205
O -3.22618 1.88242 -1.58643
O -3.53661 3.12486 0.52324
N -2.74905 0.71649 0.58595
C -3.50055 0.61992 1.74163
C -2.46302 0.79072 3.04300
O -2.98606 1.23353 4.03567
O -1.31169 0.40505 2.74578
H 3.47132 3.42132 -1.53305
H 3.58232 2.72129 0.08554
H 3.32402 4.46066 -0.10413
H 1.63541 1.90237 -2.17464
H -0.80854 1.40604 -2.05138
H -1.17632 3.93758 1.35937
H 1.24706 4.48938 1.20556
H -3.88267 -0.38843 1.92460
H -4.25548 1.39139 1.85996
C 3.78052 -2.77596 4.31813
C 2.56618 -2.38372 3.53849
C 1.48361 -3.25836 3.37530
C 0.41363 -2.80595 2.63593
N 0.42592 -1.59480 2.09124
C 1.50160 -0.80844 2.27862
S 1.41410 0.67901 1.43390
N 2.55992 -1.16913 2.99635
H 3.51942 -2.96379 5.36077
H 4.51588 -1.97756 4.27774
H 4.21231 -3.69202 3.91269
H 1.48420 -4.24798 3.80709
H -0.47366 -3.40404 2.47033
*
```

Atomic charges from the natural (NBO) analysis, expressed in e, are listed below:
1 Ir 1.208
2 O -0.748
3 C 0.391
4 C -0.254
5 C -0.166
6 C -0.277
7 C -0.127
8 C -0.261
9 C 0.411
10 N -0.465
11 C -0.070
12 C -0.088
13 N -0.505
14 H 0.224
15 H 0.215
16 H 0.213
17 H 0.187
18 H 0.227
19 H 0.228
20 H 0.428
21 C -0.639
22 C 0.037
23 C -0.220
24 C -0.213
25 C -0.293
26 C -0.180
27 C -0.219
28 S 2.289
29 O -0.917
30 O -0.937
31 N -0.688
32 C -0.352
33 C 0.836
34 O -0.531
35 O -0.667
36 H 0.217
37 H 0.235
38 H 0.220
39 H 0.214
40 H 0.255
41 H 0.245
42 H 0.221
43 H 0.247
44 H 0.255
45 C -0.656
46 C 0.302
47 C -0.339
48 C 0.112
49 N -0.505
50 C 0.260
51 S -0.035
52 N -0.487
53 H 0.235
54 H 0.243
55 H 0.229
56 H 0.232
57 H 0.223

C23H21MnO4P as an isolated structure in a non-equilibrium geometry. Source: the Open Molecules 2025 dataset; level of theory: ωB97M-V with the def2-TZVPD basis set.

<S²>: 8.77
Gap between HOMO and LUMO (alpha / beta): 7.2946 / 7.8114 eV
HOMO (alpha / beta): -7.15 / -7.89 eV

The geometry in ORCA input format:
```
! RIJCOSX wB97M-V def2-TZVPD def2/J DEFGRID3
* xyz 0 6
Mn -0.30474 -0.42981 -0.68245
O -1.69688 -1.00510 1.28877
C -0.98780 -1.82920 0.68175
C -0.56509 -3.08338 1.37338
C -1.35761 -3.90028 2.16642
C -0.81956 -5.05579 2.71443
C 0.50857 -5.38153 2.47503
C 1.31841 -4.56145 1.69803
C 0.77517 -3.41469 1.13465
P 1.69202 -2.19180 0.13077
C 3.27996 -3.04111 -0.21972
C 4.31862 -3.13499 0.70580
C 5.49007 -3.79949 0.37687
C 5.63392 -4.37958 -0.87686
C 4.60525 -4.29099 -1.80329
C 3.43547 -3.62010 -1.47845
C 2.20757 -0.92419 1.34950
C 1.71518 -0.83039 2.64676
C 2.08560 0.23142 3.46222
C 2.94952 1.20987 2.99565
C 3.44498 1.12668 1.69888
C 3.06919 0.07470 0.88108
H -2.38965 -3.62063 2.34424
H -1.43030 -5.70632 3.32628
H 0.91969 -6.28849 2.90137
H 2.35603 -4.81425 1.52048
H 4.20382 -2.67810 1.68193
H 6.29176 -3.86615 1.10147
H 6.55007 -4.89648 -1.13135
H 4.71742 -4.73888 -2.78233
H 2.63047 -3.53572 -2.19953
H 1.03546 -1.58323 3.02651
H 1.69304 0.29449 4.46897
H 3.23677 2.03499 3.63399
H 4.12652 1.88170 1.32687
H 3.45468 0.00402 -0.13157
C 1.59685 1.67570 -3.13091
C 0.28117 1.97701 -2.43017
C -0.09579 3.44079 -2.48796
O 0.38947 1.57837 -1.02335
C -0.82660 1.07793 -3.10005
O -1.30636 1.50016 -4.12998
O -1.08752 -0.02996 -2.49706
H 2.41331 2.27056 -2.71118
H 1.49807 1.91459 -4.18887
H 1.83902 0.61557 -3.03367
H 0.71209 4.06421 -2.09389
H -1.00383 3.61627 -1.91128
H -0.28875 3.71783 -3.52126
H 1.11062 2.05351 -0.59531
*
```

Atomic charges from the Mulliken analysis, expressed in e, are listed below:
1 Mn 0.476
2 O -0.581
3 C 0.062
4 C 0.232
5 C -0.527
6 C -0.596
7 C -0.682
8 C -0.642
9 C 0.487
10 P 0.849
11 C 0.083
12 C 0.021
13 C -0.670
14 C -0.451
15 C -0.658
16 C -0.488
17 C 0.567
18 C -0.170
19 C -0.722
20 C -0.494
21 C -0.637
22 C -0.501
23 H 0.468
24 H 0.391
25 H 0.407
26 H 0.411
27 H 0.472
28 H 0.404
29 H 0.387
30 H 0.399
31 H 0.411
32 H 0.361
33 H 0.419
34 H 0.394
35 H 0.442
36 H 0.424
37 C -1.584
38 C 1.654
39 C -1.800
40 O -0.549
41 C 0.415
42 O -0.652
43 O -0.833
44 H 0.417
45 H 0.420
46 H 0.271
47 H 0.445
48 H 0.395
49 H 0.374
50 H 0.282

Computed values of E (unit: hartree) for the preceding records, in sequence: -1865.44517 -1610.27054 -2439.67161 -2682.37893.
Computed values of energy relative to the best compared isomer or geometry (same formula, charge and spin) (unit: kcal/mol) for the preceding records, in sequence: 454.3 9.2 74.1 9.5.